i:
C4H15N3O | ωB97M-V with the def2-TZVPD basis set

Computed properties:
LUMO energy = -4.756 eV
gap between HOMO and LUMO = 3.145 eV

The geometry in ORCA input format:
```
! RIJCOSX wB97M-V def2-TZVPD def2/J DEFGRID3
* xyz 0 1
O 2.354 -0.919 1.055
N 1.521 0.881 -0.785
N -2.470 0.267 0.411
N 0.643 1.391 1.439
C -1.326 -1.660 -0.880
C -0.009 -1.157 -0.427
C 1.290 1.867 0.263
C 0.294 0.170 -1.190
H -0.395 1.360 1.376
H 0.723 -1.939 -0.467
H 1.067 0.443 1.596
H 0.664 2.569 -0.298
H 0.197 -0.098 -2.268
H 2.153 0.222 -0.286
H -3.228 0.802 0.037
H 2.135 2.430 0.632
H -2.098 -0.952 -0.293
H -0.097 -0.945 0.636
H 2.941 -1.311 1.702
H -1.630 -2.687 -0.594
H -0.583 0.783 -0.958
H -1.467 -1.586 -2.022
H -2.679 0.067 1.319
*
```

=====

ii:
C4H15N3O | ωB97M-V with the def2-TZVPD basis set

Computed properties:
LUMO energy = 0.187 eV
gap between HOMO and LUMO = 6.935 eV

The geometry in ORCA input format:
```
! RIJCOSX wB97M-V def2-TZVPD def2/J DEFGRID3
* xyz 0 1
O 1.019 -0.415 -3.060
N 0.115 -1.513 -1.128
N 0.206 2.704 1.723
N -1.540 -0.342 0.464
C 0.534 -0.179 -1.888
C 0.002 1.248 1.564
C 1.325 -2.257 -0.756
C -1.304 1.080 0.806
H -0.254 -2.010 -1.938
H 0.810 0.778 0.998
H 1.052 -3.181 -0.241
H -1.243 1.665 -0.110
H 0.909 2.830 2.437
H -2.145 1.457 1.387
H 1.969 -1.670 -0.102
H 0.653 3.037 0.878
H -2.467 -0.461 0.070
H -0.783 -0.867 -0.287
H -1.508 -0.904 1.303
H 1.895 -2.498 -1.655
H -0.431 0.408 -1.865
H -0.036 0.776 2.546
H 1.220 0.312 -1.147
*
```

=====

iii:
C4H15N3O | ωB97M-V with the def2-TZVPD basis set

Computed properties:
LUMO energy = 0.857 eV
gap between HOMO and LUMO = 9.429 eV

The geometry in ORCA input format:
```
! RIJCOSX wB97M-V def2-TZVPD def2/J DEFGRID3
* xyz 0 1
O 1.274 2.338 -0.110
N 2.195 -0.521 1.230
N -1.836 0.232 -1.943
N 0.160 -1.647 0.574
C -1.599 1.045 0.386
C -1.525 -0.177 -0.533
C 1.577 -1.755 0.755
C -0.190 -0.875 -0.615
H 1.627 2.902 -0.811
H -0.205 -1.529 -1.488
H 1.776 -2.565 1.460
H 0.583 -0.137 -0.857
H 2.036 -2.031 -0.192
H -1.210 1.971 -0.029
H 1.586 1.471 -0.393
H -1.463 1.173 -2.055
H -2.345 -0.822 -0.218
H 2.921 -0.558 1.930
H 1.576 0.209 1.561
H -1.122 0.885 1.358
H -0.320 -1.270 1.381
H -2.840 0.414 -1.953
H -2.655 1.244 0.564
*
```

=====

Most favorable structure: iii. The second most favorable one is 192.5 kJ/mol above it.

=====

i:
C5H14NO2 | ωB97M-V with the def2-TZVPD basis set

Computed properties:
LUMO energy = -9.887 eV
gap between HOMO and LUMO = 2.627 eV

The geometry in ORCA input format:
```
! RIJCOSX wB97M-V def2-TZVPD def2/J DEFGRID3
* xyz 1 1
O -1.778 -1.344 0.351
O 0.522 -1.419 0.339
N 3.919 -2.094 -2.399
C -1.401 1.990 1.758
C -0.480 1.753 -0.486
C -2.286 1.153 2.347
C -0.224 1.516 0.957
C -0.426 0.788 -1.481
H 3.250 -2.617 -1.852
H -2.261 0.101 2.080
H -0.173 -0.223 -1.218
H 0.975 -2.207 0.062
H -0.124 0.468 1.257
H -2.287 -2.139 0.146
H -1.497 3.064 1.901
H 4.160 -2.641 -3.218
H -3.022 1.455 3.073
H -0.710 -1.498 0.253
H -0.784 1.091 -2.455
H 4.732 -1.929 -1.818
H -0.800 2.721 -0.863
H 0.696 2.012 1.266
*
```

=====

ii:
C5H14NO2 | ωB97M-V with the def2-TZVPD basis set

Computed properties:
LUMO energy (spin up / spin down) = -4.189 / -2.868 eV
gap between HOMO and LUMO (spin up / spin down) = 6.458 / 9.557 eV

The geometry in ORCA input format:
```
! RIJCOSX wB97M-V def2-TZVPD def2/J DEFGRID3
* xyz 1 1
O -0.998 -1.844 -1.080
O 0.725 1.608 -1.546
N 1.344 -1.010 -0.523
C 0.005 2.045 -0.461
C 1.024 -0.828 1.865
C -1.369 2.484 -0.402
C 0.373 -0.765 0.536
C -0.892 -1.684 0.399
H -1.406 3.585 -0.348
H -1.859 -2.239 -1.309
H 1.713 -0.203 -1.014
H 1.675 -1.671 1.972
H 0.803 2.288 0.286
H -1.850 2.210 -1.395
H 0.619 -1.739 -1.204
H -1.866 2.201 0.508
H 1.583 0.111 2.004
H 2.218 -1.452 -0.226
H -0.707 -2.626 0.877
H -1.671 -0.972 0.855
H 0.286 1.526 -2.420
H 0.248 -1.025 2.624
*
```

=====

Most favorable structure: ii. The second most favorable one is 436.2 kJ/mol above it.

=====

i:
C5H14NO2 | ωB97M-V with the def2-TZVPD basis set

Computed properties:
LUMO energy = -4.525 eV
gap between HOMO and LUMO = 9.554 eV

The geometry in ORCA input format:
```
! RIJCOSX wB97M-V def2-TZVPD def2/J DEFGRID3
* xyz 1 1
O -0.316 0.370 2.923
O 0.161 3.172 1.858
N 1.586 0.608 -0.468
C 0.606 -0.421 -0.508
C 1.314 1.812 -0.564
C -0.858 -2.335 -1.827
C -0.021 -1.012 -1.650
C -2.190 -2.714 -1.181
H -0.137 -3.168 -1.571
H -0.514 0.080 3.815
H 0.355 2.303 -1.067
H -0.280 2.313 2.117
H 2.542 0.334 -0.158
H 0.472 -0.962 0.420
H -1.846 -3.303 -0.347
H 0.581 3.256 2.641
H 0.434 -0.444 -2.474
H -2.715 -1.789 -0.949
H 2.042 2.661 -0.431
H -0.268 -0.313 2.349
H -2.769 -3.248 -2.020
H -0.863 -2.288 -2.918
*
```

=====

ii:
C5H14NO2 | ωB97M-V with the def2-TZVPD basis set

Computed properties:
LUMO energy = -5.005 eV
gap between HOMO and LUMO = 7.948 eV

The geometry in ORCA input format:
```
! RIJCOSX wB97M-V def2-TZVPD def2/J DEFGRID3
* xyz 1 1
O -2.699 -1.048 -1.185
O 2.482 -0.985 0.140
N -0.507 -0.974 0.943
C 0.167 0.291 1.027
C -0.591 1.396 1.749
C 2.065 -0.124 -0.775
C 0.875 -0.323 -1.498
C 0.428 0.757 -0.462
H -1.528 1.612 1.232
H 1.126 0.143 1.521
H -0.787 1.100 2.775
H 2.819 0.572 -1.132
H 0.356 -1.271 -1.403
H 3.156 -1.581 -0.236
H 0.863 1.762 -0.469
H -3.274 -0.455 -1.707
H -1.411 -0.897 0.498
H -0.033 2.336 1.798
H -0.632 -1.413 1.851
H -0.585 1.030 -0.797
H 0.785 -0.009 -2.534
H -3.076 -1.919 -1.335
*
```

=====

Most favorable structure: ii. The second most favorable one is 83.8 kJ/mol above it.

=====

i:
C5H14NO2 | ωB97M-V with the def2-TZVPD basis set

Computed properties:
LUMO energy = -3.279 eV
gap between HOMO and LUMO = 10.564 eV

The geometry in ORCA input format:
```
! RIJCOSX wB97M-V def2-TZVPD def2/J DEFGRID3
* xyz 1 1
O -2.231 -0.727 1.701
O 0.928 0.029 1.775
N -2.508 0.525 -0.865
C 1.736 0.867 0.918
C 2.272 0.020 -0.233
C 1.184 -0.633 -1.134
C -0.175 -0.433 -0.608
C -1.121 0.232 -1.250
H -2.576 1.544 -0.723
H 1.433 -0.211 2.554
H -2.620 -1.605 1.767
H 2.976 0.568 -0.860
H 1.517 -1.639 -1.381
H -0.908 0.613 -2.241
H 2.887 -0.744 0.255
H 1.072 1.625 0.496
H 2.515 1.316 1.526
H -2.875 0.203 0.055
H 1.284 -0.155 -2.119
H -1.275 -0.780 1.795
H -0.407 -1.025 0.253
H -3.108 0.410 -1.681
*
```

=====

ii:
C5H14NO2 | ωB97M-V with the def2-TZVPD basis set

Computed properties:
LUMO energy = -3.414 eV
gap between HOMO and LUMO = 10.156 eV

The geometry in ORCA input format:
```
! RIJCOSX wB97M-V def2-TZVPD def2/J DEFGRID3
* xyz 1 1
O 1.133 1.016 0.859
O 0.486 -0.208 -1.015
N -1.008 1.343 -0.157
C 0.912 -1.582 -1.061
C 2.229 1.433 0.133
C 0.110 0.324 0.215
C -0.761 -1.261 1.532
C -2.141 0.530 -0.610
H -1.273 -1.768 0.741
H -2.800 1.254 -0.948
H -1.802 -0.182 -1.391
H 1.520 -1.876 -0.203
H 2.672 2.268 0.800
H -2.549 0.059 0.242
H 0.267 -1.324 1.882
H 1.984 1.768 -0.978
H -0.714 1.925 -0.975
H 2.924 0.704 0.095
H 1.723 -1.577 -1.854
H -1.375 -0.844 2.309
H 0.107 -2.227 -1.395
H -1.322 1.804 0.673
*
```

=====

iii:
C5H14NO2 | ωB97M-V with the def2-TZVPD basis set

Computed properties:
LUMO energy = -3.624 eV
gap between HOMO and LUMO = 9.239 eV

The geometry in ORCA input format:
```
! RIJCOSX wB97M-V def2-TZVPD def2/J DEFGRID3
* xyz 1 1
O -2.468 1.464 -5.638
O 0.172 1.392 0.137
N -1.413 -0.347 1.471
C 0.941 -1.390 1.021
C -0.311 -0.755 0.377
C 1.588 -0.592 2.114
C -0.013 0.312 -0.714
C 2.692 -0.728 2.786
H -2.780 2.433 -5.454
H 0.879 0.214 2.186
H 0.949 0.003 -1.233
H 0.245 2.172 -0.286
H -1.310 0.543 1.925
H 1.564 -1.550 0.130
H -2.464 1.175 -6.482
H -2.302 -0.337 0.766
H -1.394 -1.032 2.227
H 0.865 -2.374 1.630
H -0.749 -1.652 -0.057
H 3.279 -1.694 2.972
H -0.974 0.423 -1.429
H 3.063 0.164 3.309
*
```

=====

Most favorable structure: i. The second most favorable one is 230.3 kJ/mol above it.